C31H66O7Si | wB97M-V/def2-TZVPD

The geometry in XYZ format:
```
105
Properties=species:S:1:pos:R:3:forces:R:3
C 0.914 -3.332 1.551 -0.355 -0.139 -0.631
C -0.548 -2.894 1.294 1.078 -0.406 0.041
C -0.858 -1.580 1.976 -1.034 -0.193 0.328
C -2.214 -0.969 1.593 0.656 0.036 -0.146
C -2.278 -0.766 0.084 -0.595 0.290 0.051
C -3.277 0.295 -0.373 0.144 0.251 -0.135
C -2.828 1.097 -1.614 -0.568 -0.603 0.022
C -2.035 0.322 -2.690 0.134 0.989 -0.205
C -0.598 0.850 -2.933 0.032 -0.648 -0.460
C 0.503 -0.227 -2.894 -0.277 0.578 1.477
C 1.105 -0.433 -1.478 -0.344 -0.380 -0.334
C 2.615 -0.730 -1.507 -0.246 0.550 -0.238
Si 3.716 0.768 -1.338 0.638 -0.637 -0.153
O 5.320 0.231 -1.269 -0.506 0.236 0.665
C 3.444 1.759 0.255 -0.387 0.358 -0.203
O 2.086 1.936 0.655 0.234 -0.375 0.237
C 1.442 2.966 -0.032 -0.408 0.688 -0.418
C 0.010 3.059 0.434 0.154 -0.634 0.163
C -0.120 3.165 1.950 -0.554 -0.074 -0.489
H 1.329 -3.734 0.629 0.142 -0.136 -0.073
H 0.975 -4.130 2.283 0.145 0.097 0.350
H 1.542 -2.490 1.820 0.102 0.090 0.282
H -0.670 -2.850 0.217 -0.253 0.259 -0.168
H -1.185 -3.702 1.645 -0.393 0.093 0.045
H -0.091 -0.841 1.763 0.283 0.044 -0.072
H -0.864 -1.769 3.052 0.238 0.155 0.153
H -2.279 0.009 2.068 -0.098 0.142 0.143
H -3.042 -1.559 1.983 -0.159 -0.126 -0.109
H -2.526 -1.697 -0.415 0.172 -0.245 -0.095
H -1.291 -0.465 -0.257 0.267 -0.014 -0.033
H -3.427 1.010 0.434 -0.103 0.096 0.171
H -4.255 -0.144 -0.558 -0.078 -0.165 0.026
H -2.303 1.989 -1.289 0.387 0.056 -0.020
H -3.736 1.467 -2.084 -0.145 0.191 -0.026
H -2.034 -0.752 -2.539 0.016 -0.173 0.289
H -2.561 0.486 -3.626 -0.165 -0.219 -0.178
H -0.383 1.677 -2.260 0.161 0.019 0.181
H -0.556 1.263 -3.938 -0.106 0.229 -0.126
H 0.046 -1.168 -3.177 0.188 -0.205 -0.543
H 1.292 0.037 -3.576 0.172 -0.038 -0.304
H 0.617 -1.295 -1.037 -0.172 -0.125 0.242
H 0.832 0.409 -0.845 0.253 0.108 0.135
H 2.835 -1.158 -2.486 0.199 -0.129 -0.119
H 2.901 -1.492 -0.788 0.060 -0.014 0.313
H 3.663 1.618 -2.548 -0.091 0.075 0.030
H 5.481 -0.093 -0.365 0.248 0.026 -0.524
H 3.973 1.300 1.089 0.014 -0.242 0.098
H 3.892 2.751 0.143 0.173 0.088 -0.062
H 1.422 2.812 -1.121 0.262 -0.219 -0.072
H 1.942 3.933 0.124 0.240 -0.021 0.154
H -0.460 2.124 0.129 -0.261 -0.046 -0.067
H -0.497 3.849 -0.114 0.010 0.254 0.057
H 0.575 3.878 2.382 0.109 0.061 0.134
H 0.015 2.176 2.370 0.365 -0.069 0.306
H -1.140 3.448 2.195 -0.108 0.228 0.169
C -6.675 -2.935 3.315 0.120 0.379 -0.137
C -6.101 -1.540 3.341 -0.009 0.009 -0.069
C -5.796 -0.946 4.696 0.079 0.188 -0.142
O -5.891 -0.921 2.322 0.001 -0.008 0.033
H -6.844 -3.242 2.291 0.024 -0.005 -0.041
H -5.980 -3.635 3.781 -0.112 -0.057 0.106
H -7.623 -2.957 3.855 0.066 -0.107 0.118
H -5.064 -1.564 5.219 -0.106 -0.059 0.084
H -6.708 -0.888 5.293 0.041 -0.120 0.080
H -5.390 0.055 4.571 -0.003 -0.010 -0.017
C 6.165 4.844 4.199 0.180 -0.123 0.046
C 5.533 3.509 3.896 0.060 -0.019 0.038
C 4.176 3.530 3.237 0.055 -0.263 0.012
O 6.089 2.467 4.161 -0.019 0.028 -0.052
H 7.134 4.689 4.667 -0.009 -0.016 0.005
H 6.300 5.410 3.274 -0.120 0.064 0.018
H 5.528 5.413 4.879 -0.051 0.078 -0.109
H 4.243 4.046 2.277 -0.099 0.154 0.075
H 3.454 4.041 3.877 0.013 0.139 -0.099
H 3.839 2.510 3.071 -0.038 0.015 0.015
C 2.942 -1.186 -7.581 -0.002 0.202 0.113
C 1.943 -1.506 -6.496 -0.010 0.069 0.058
C 1.383 -2.908 -6.472 -0.117 0.085 0.179
O 1.606 -0.679 -5.680 0.068 -0.088 -0.288
H 3.263 -0.151 -7.483 -0.011 -0.003 0.013
H 3.813 -1.838 -7.493 -0.048 -0.081 -0.111
H 2.486 -1.326 -8.562 0.069 -0.128 -0.016
H 2.190 -3.630 -6.339 -0.004 -0.034 -0.142
H 0.863 -3.118 -7.408 0.112 -0.082 -0.047
H 0.681 -3.003 -5.646 0.007 0.019 0.000
C 7.987 5.424 -1.498 -0.018 0.221 0.125
C 7.055 5.009 -0.387 -0.045 0.050 0.105
C 6.561 3.585 -0.402 -0.056 0.123 0.172
O 6.718 5.783 0.480 0.014 -0.041 -0.021
H 8.265 6.467 -1.367 -0.010 -0.005 0.012
H 8.889 4.810 -1.478 -0.052 -0.084 -0.112
H 7.494 5.305 -2.464 0.074 -0.129 -0.024
H 7.401 2.893 -0.332 -0.024 -0.052 -0.174
H 6.006 3.388 -1.322 0.136 -0.113 -0.059
H 5.904 3.426 0.449 0.045 0.000 0.033
C -9.440 -7.060 2.403 0.145 0.009 0.182
C -8.532 -5.933 1.974 0.065 0.001 0.050
C -8.872 -5.238 0.677 0.199 0.113 0.079
O -7.578 -5.601 2.639 -0.127 -0.204 -0.084
H -9.087 -7.471 3.345 0.011 0.011 -0.005
H -10.459 -6.691 2.535 -0.039 -0.060 -0.130
H -9.439 -7.848 1.648 -0.130 0.045 -0.050
H -9.867 -4.795 0.739 -0.056 -0.108 -0.080
H -8.848 -5.953 -0.147 -0.144 -0.006 -0.004
H -8.146 -4.451 0.483 0.003 -0.007 0.004
```
Forces are in eV/Å.

Values from the calculation:
HOMO energy = -9.1459 eV
SMILES string = CCCCCCCCCCCC[Si@H](O)COCCC.CC(C)=O.CC(C)=O.CC(C)=O.CC(C)=O.CC(C)=O
Max |F| = 0.031 hartree/bohr
E_tot = -2036.94230 Ha

Results of the Löwdin charge analysis, in e, for atoms 1 through 4: -0.104 -0.262 -0.227 -0.196